# 1
Entry from the Open Molecules 2025 dataset: an isolated molecule of C19H24ClFN5O2PS2 at a distorted geometry (the ωB97M-V functional and the def2-TZVPD basis).

```
55
Properties=species:S:1:pos:R:3
C 1.19 -4.60 0.44
C 1.25 -3.56 1.58
N 2.20 -3.58 2.41
C 0.11 -2.56 1.60
C 0.46 -1.07 1.52
C -0.50 -0.18 1.95
P -2.14 -0.81 2.58
N -2.25 -0.24 4.23
O -3.36 -0.07 1.71
C -0.31 1.25 1.90
C -1.33 2.29 2.29
C -1.90 3.06 1.06
C -2.43 2.13 -0.06
S -2.20 2.87 -1.75
C -0.43 2.70 -2.14
S 0.59 3.84 -1.60
N 0.09 1.63 -2.90
C -0.68 1.36 -4.13
C -1.12 -0.12 -4.24
O -0.08 -1.05 -4.07
C 0.87 -0.64 -3.08
C 0.33 0.42 -2.12
C 0.89 1.69 1.44
F 1.09 3.01 1.38
C 1.90 0.83 0.99
N 3.06 1.44 0.56
C 3.93 0.56 0.16
C 3.73 -0.85 0.13
Cl 5.00 -1.89 -0.44
N 2.64 -1.41 0.54
C 1.68 -0.55 1.01
H 0.20 -5.08 0.50
H 1.20 -4.02 -0.50
H 2.01 -5.32 0.50
H 2.86 -4.32 2.19
H -0.43 -2.73 2.54
H -0.63 -2.77 0.81
H -2.97 0.48 4.28
H -1.37 0.20 4.49
H -4.15 -0.61 1.88
H -0.85 3.04 2.94
H -2.19 1.87 2.82
H -2.75 3.67 1.39
H -1.17 3.74 0.61
H -1.94 1.16 -0.11
H -3.50 1.94 0.00
H -0.03 1.57 -5.00
H -1.56 2.00 -4.25
H -1.96 -0.28 -3.55
H -1.51 -0.25 -5.26
H 1.77 -0.29 -3.60
H 1.19 -1.52 -2.50
H 1.13 0.63 -1.40
H -0.55 0.06 -1.54
H 4.90 0.94 -0.18
```

Summary:
- SMILES string: [H]/N=C(\C)Cc1c(P(N)O)c(CCCSC(=S)N2CCOCC2)c(F)c2ncc(Cl)nc12
- 2S+1: 1
- E_tot: -77835.3740 eV
- Kohn-Sham gap: 0.2725 Ha
- HOMO energy: -8.23 eV
- Net charge: 0



# 2
Entry from the Open Molecules 2025 dataset: a cluster of 2 separate species, C3H9NO in total (the ωB97M-V functional and the def2-TZVPD basis).

```
14
Properties=species:S:1:pos:R:3
C 1.48 -0.76 2.18
C 0.12 -0.57 2.42
H 1.94 -0.61 1.21
H 2.05 -1.32 2.90
H -0.38 0.23 1.91
H -0.34 -0.90 3.34
N -0.11 -0.06 -2.51
C -1.09 0.63 -1.65
O -0.48 1.11 -0.48
H -0.31 0.18 -3.48
H 0.79 0.36 -2.32
H -1.87 -0.10 -1.40
H -1.58 1.49 -2.12
H -0.20 0.30 -0.01
```

Summary:
- 2S+1: 2
- E_tot: -6791.4871 eV
- Kohn-Sham gap (alpha / beta): 0.1033 / 0.2826 Ha
- <S²>: 0.7526
- HOMO energy (alpha / beta): 1.23 / -3.81 eV
- Net charge: -1
- Energy relative to the best compared isomer or geometry (same formula, charge and spin): 140.8 kJ/mol



# 3
Entry from the Open Molecules 2025 dataset: an isolated molecule of C15H18N2O3S (the ωB97M-V functional and the def2-TZVPD basis).

```
39
Properties=species:S:1:pos:R:3
C -2.53 5.52 0.27
C -2.02 4.20 -0.29
O -0.63 4.13 -0.03
C 0.06 3.04 -0.44
C -0.48 1.95 -1.11
C 0.34 0.89 -1.48
C 1.69 0.89 -1.19
C 2.23 1.99 -0.51
C 1.43 3.05 -0.14
H 1.84 3.90 0.38
H 3.28 2.00 -0.27
C 2.60 -0.25 -1.60
N 1.92 -1.51 -1.78
C 1.27 -2.18 -0.78
C 1.35 -1.78 0.56
C 0.71 -2.52 1.54
C -0.01 -3.65 1.20
C -0.10 -4.06 -0.12
C 0.53 -3.33 -1.10
H 0.47 -3.65 -2.13
H -0.66 -4.95 -0.34
S -0.86 -4.56 2.47
O -1.10 -5.90 2.01
O -0.23 -4.34 3.73
N -2.37 -3.82 2.56
H -2.32 -2.87 2.88
H -2.91 -3.93 1.72
H 0.77 -2.24 2.58
H 1.90 -0.90 0.83
H 1.68 -1.78 -2.72
H 3.39 -0.37 -0.85
H 3.08 0.00 -2.55
H -0.10 0.06 -2.00
H -1.53 1.91 -1.35
H -2.54 3.36 0.19
H -2.20 4.16 -1.37
H -3.60 5.61 0.09
H -2.34 5.56 1.34
H -2.01 6.35 -0.20
```

Summary:
- SMILES string: CCOc1ccc(CNc2ccc(S(N)(=O)=O)cc2)cc1
- 2S+1: 1
- E_tot: -35804.8026 eV
- Kohn-Sham gap: 0.3221 Ha
- HOMO energy: -8.30 eV
- Net charge: 0
- Energy relative to the best compared isomer or geometry (same formula, charge and spin): 186.3 kJ/mol



# 4
Entry from the Open Molecules 2025 dataset: a cluster of 4 separate species, C25H70N9O3P4S in total at a distorted geometry (the ωB97M-V functional and the def2-TZVPD basis).

```
112
Properties=species:S:1:pos:R:3
C 1.10 -7.33 1.21
C 2.22 -8.07 0.86
C 3.73 -7.59 1.06
S 3.84 -6.43 2.52
P 5.71 -5.40 2.60
C 6.64 -6.09 4.09
C 6.75 -7.70 3.97
C 6.69 -5.55 1.00
C 6.00 -4.57 -0.07
H 1.11 -6.41 1.87
H 0.08 -7.62 0.82
H 2.03 -9.08 0.37
H 4.14 -7.14 0.11
H 4.34 -8.52 1.30
H 2.89 -5.41 2.36
H 7.63 -5.59 4.29
H 5.97 -5.90 5.00
H 7.66 -8.12 4.49
H 6.73 -7.94 2.87
H 5.84 -8.19 4.43
H 7.74 -5.15 1.19
H 6.76 -6.59 0.57
H 6.63 -4.44 -1.00
H 5.85 -3.52 0.35
H 4.97 -4.99 -0.33
O 1.66 -2.95 2.53
P 1.64 -1.56 3.22
N 1.04 -2.15 4.70
C -0.32 -2.31 5.16
C 1.99 -2.85 5.55
N 0.45 -0.93 2.14
C -0.90 -0.53 2.47
C 0.45 -1.48 0.78
N 1.74 0.04 3.94
C 1.21 0.53 5.19
C 2.13 1.12 3.04
H -0.44 -1.84 6.15
H -0.59 -3.37 5.26
H -1.07 -1.86 4.53
H 2.70 -2.15 5.99
H 2.56 -3.60 4.98
H 1.50 -3.38 6.37
H -1.57 -1.40 2.53
H -1.30 0.13 1.69
H -0.96 0.04 3.39
H -0.07 -2.44 0.74
H 1.47 -1.62 0.42
H -0.04 -0.80 0.08
H 0.12 0.63 5.17
H 1.61 1.52 5.43
H 1.49 -0.09 6.04
H 1.25 1.64 2.64
H 2.72 0.74 2.20
H 2.76 1.86 3.54
O -0.40 3.28 0.99
P 0.06 4.64 0.41
N -1.47 5.37 0.55
C -2.57 5.43 -0.38
C -1.86 5.78 1.89
N 0.40 3.96 -1.14
C -0.29 4.24 -2.39
C 0.83 2.56 -1.16
N 0.69 6.17 -0.19
C -0.01 7.36 -0.62
C 2.08 6.16 -0.65
H -2.90 6.47 -0.50
H -3.43 4.84 -0.02
H -2.35 5.07 -1.37
H -1.29 6.66 2.20
H -1.69 4.98 2.62
H -2.92 6.05 1.95
H -1.22 3.68 -2.46
H 0.34 3.95 -3.24
H -0.49 5.30 -2.53
H -0.04 1.88 -1.09
H 1.50 2.35 -0.33
H 1.37 2.32 -2.08
H -0.54 7.22 -1.57
H 0.68 8.20 -0.76
H -0.72 7.71 0.13
H 2.14 6.00 -1.73
H 2.64 5.37 -0.15
H 2.59 7.10 -0.41
O -3.62 3.35 -3.78
P -4.12 2.36 -4.85
N -5.77 2.62 -4.51
C -6.66 1.95 -3.60
C -6.35 3.86 -5.01
N -3.41 0.99 -4.08
C -4.10 -0.13 -3.47
C -2.20 1.24 -3.31
N -4.60 1.29 -6.16
C -5.90 0.73 -6.49
C -3.52 0.59 -6.85
H -7.58 1.63 -4.12
H -6.95 2.60 -2.76
H -6.25 1.05 -3.15
H -6.46 3.83 -6.10
H -5.71 4.72 -4.76
H -7.33 4.07 -4.59
H -4.46 0.12 -2.47
H -3.43 -0.99 -3.37
H -4.93 -0.50 -4.08
H -2.43 1.65 -2.32
H -1.55 1.95 -3.83
H -1.61 0.33 -3.17
H -6.21 -0.03 -5.77
H -5.89 0.26 -7.47
H -6.68 1.50 -6.56
H -3.36 -0.41 -6.44
H -2.58 1.15 -6.77
H -3.72 0.49 -7.93
```

Summary:
- 2S+1: 1
- E_tot: -94587.0497 eV
- Kohn-Sham gap: 0.2268 Ha
- HOMO energy: -8.87 eV
- Net charge: +1



# 5
Entry from the Open Molecules 2025 dataset: a structure of composition C10H8N3O6Sn at a distorted geometry (the ωB97M-V functional and the def2-TZVPD basis).

```
28
Properties=species:S:1:pos:R:3
O -6.23 -1.02 2.10
C -5.20 -0.74 1.71
Sn -2.13 0.08 1.00
C -0.27 0.22 2.18
O 0.79 0.33 2.63
C -1.68 1.55 -0.80
O -1.70 2.00 -1.86
C -2.39 2.80 2.13
O -2.71 3.82 2.50
C -2.26 -1.87 -0.20
O -2.23 -2.72 -0.98
H -3.63 1.01 0.85
C 2.85 1.84 -1.45
N 2.16 0.61 -1.07
C 2.76 -0.58 -1.29
C 2.18 -1.74 -0.88
C 0.96 -1.63 -0.17
N 0.29 -0.50 -0.18
C 0.89 0.66 -0.52
O 0.32 1.78 -0.32
N 0.42 -2.68 0.57
H 2.26 2.70 -1.14
H 2.99 1.84 -2.53
H 3.84 1.89 -0.99
H 3.73 -0.54 -1.79
H 2.67 -2.72 -0.94
H 0.95 -2.85 1.42
H 0.37 -3.53 0.01
```

Summary:
- 2S+1: 1
- E_tot: -33073.6530 eV
- Kohn-Sham gap: 0.1952 Ha
- HOMO energy: -9.51 eV
- Net charge: +1



# 6
Entry from the Open Molecules 2025 dataset: a structure of composition C34H31N5PbSSi at a distorted geometry (the ωB97M-V functional and the def2-TZVPD basis).

```
73
Properties=species:S:1:pos:R:3
Pb 1.18 -0.15 0.59
C -0.88 1.36 -1.94
N 0.22 1.66 -1.01
C -0.07 2.78 -0.14
C -0.99 2.30 0.94
N -1.24 1.04 1.15
C -2.20 0.99 2.14
C -2.92 -0.07 2.66
C -3.86 0.21 3.63
C -4.09 1.51 4.08
C -3.41 2.59 3.55
C -2.48 2.31 2.56
N -1.69 3.13 1.78
C -1.12 -0.10 -2.13
N -2.21 -0.70 -1.77
C -2.07 -2.01 -2.17
C -2.94 -3.09 -2.05
C -2.55 -4.28 -2.63
C -1.33 -4.42 -3.29
C -0.43 -3.37 -3.38
C -0.82 -2.16 -2.82
N -0.24 -0.92 -2.78
H -0.68 1.82 -2.92
H -1.81 1.77 -1.55
H 1.09 1.79 -1.52
H -0.54 3.62 -0.68
H 0.86 3.14 0.30
H -2.76 -1.07 2.29
H -4.45 -0.60 4.04
H -4.84 1.68 4.84
H -3.60 3.60 3.88
H -1.65 4.13 1.81
H -3.87 -3.00 -1.52
H -3.21 -5.14 -2.57
H -1.07 -5.37 -3.74
H 0.52 -3.48 -3.87
H 0.72 -0.70 -3.00
C 3.92 -3.39 3.49
C 4.18 -3.90 2.22
C 3.26 -3.71 1.20
C 2.06 -3.05 1.42
C 1.82 -2.55 2.70
C 2.73 -2.72 3.73
Si 0.84 -2.69 -0.02
C -0.57 -3.89 0.34
C -0.62 -5.14 -0.26
C -1.64 -6.04 0.03
C -2.62 -5.70 0.94
C -2.60 -4.45 1.54
C -1.58 -3.56 1.24
H 4.63 -3.54 4.29
H 5.09 -4.44 2.03
H 3.48 -4.08 0.21
H 0.87 -2.05 2.92
H 2.52 -2.32 4.71
H 1.53 -3.27 -1.19
H 0.15 -5.42 -0.95
H -1.66 -7.00 -0.45
H -3.40 -6.40 1.20
H -3.37 -4.18 2.25
H -1.55 -2.60 1.73
S 2.87 0.12 -1.49
C 4.46 0.12 -0.76
C 5.48 0.88 -1.32
C 6.74 0.90 -0.75
C 7.00 0.14 0.38
C 5.99 -0.63 0.93
C 4.74 -0.65 0.36
H 5.28 1.46 -2.21
H 7.51 1.51 -1.18
H 7.98 0.16 0.84
H 6.18 -1.23 1.81
H 3.96 -1.27 0.79
```

Summary:
- 2S+1: 1
- E_tot: -67173.9987 eV
- Kohn-Sham gap: 0.2681 Ha
- HOMO energy: -7.08 eV
- Net charge: 0
- Energy relative to the best compared isomer or geometry (same formula, charge and spin): 0.0 kJ/mol



# 7
Entry from the Open Molecules 2025 dataset: a structure of composition C20H14N4O5PdS (the ωB97M-V functional and the def2-TZVPD basis).

```
45
Properties=species:S:1:pos:R:3
Pd 0.19 -0.02 -0.62
O 0.51 3.81 0.45
C 0.73 2.64 0.29
O 0.10 1.92 -0.63
C 1.92 1.95 0.97
C 2.81 1.33 -0.12
C 4.20 1.03 0.41
C 3.94 -0.17 1.35
C 2.44 -0.38 1.20
O 2.26 -0.03 -0.23
C 1.63 0.72 1.89
C 0.12 0.34 2.06
O -0.65 1.29 2.20
O -0.14 -0.89 1.99
H 2.46 2.73 1.51
H 2.75 1.80 -1.09
H 4.87 0.76 -0.40
H 4.62 1.90 0.92
H 4.50 -1.05 1.03
H 4.20 0.04 2.39
H 2.05 -1.37 1.38
H 2.02 0.90 2.90
S -5.01 -5.00 1.08
N -5.10 -3.39 0.96
C -3.91 -2.97 0.55
C -3.55 -1.59 0.31
C -4.38 -0.49 0.53
C -3.90 0.78 0.31
C -2.59 0.94 -0.16
N -1.82 -0.11 -0.41
C -2.26 -1.35 -0.14
C -1.29 -2.43 -0.31
N -0.04 -2.06 -0.67
C 0.89 -2.99 -0.81
C 0.63 -4.34 -0.61
C -0.63 -4.73 -0.24
C -1.62 -3.76 -0.08
C -2.98 -4.03 0.35
N -3.48 -5.22 0.62
H -5.39 -0.65 0.90
H -4.50 1.65 0.50
H -2.13 1.91 -0.32
H 1.88 -2.62 -1.08
H 1.42 -5.06 -0.74
H -0.88 -5.77 -0.05
```

Summary:
- 2S+1: 1
- E_tot: -51481.4499 eV
- Kohn-Sham gap: 0.2610 Ha
- HOMO energy: -8.19 eV
- Net charge: 0
- Energy relative to the best compared isomer or geometry (same formula, charge and spin): 0.9 kJ/mol



# 8
Entry from the Open Molecules 2025 dataset: a structure of composition C35H33Cl2FN3O2PdSi at a distorted geometry (the ωB97M-V functional and the def2-TZVPD basis).

```
78
Properties=species:S:1:pos:R:3
Pd -0.10 -1.43 0.07
N -2.08 -1.07 -0.46
C -3.14 -1.97 -0.27
C -4.04 -2.20 -1.31
C -5.08 -3.09 -1.13
C -5.22 -3.76 0.08
C -4.30 -3.55 1.09
C -3.23 -2.66 0.93
C -2.16 -2.55 1.95
C -2.54 -2.64 3.29
C -1.62 -2.80 4.30
C -0.28 -2.95 3.95
C 0.11 -2.82 2.62
C -0.79 -2.55 1.57
H -1.99 -0.63 -1.37
H -1.97 -0.39 0.30
H -3.92 -1.67 -2.24
H -5.78 -3.27 -1.94
H -6.03 -4.46 0.23
H -4.37 -4.11 2.01
H -3.60 -2.57 3.53
H -1.93 -2.83 5.33
H 0.47 -3.13 4.71
H 1.16 -2.90 2.40
C 2.46 -1.91 -1.92
Si 2.79 -2.17 -0.09
C 2.42 -3.98 0.25
C 4.65 -1.95 0.05
N 1.75 -1.21 0.89
C 1.99 -0.11 1.67
C 3.31 0.29 1.99
C 3.61 1.38 2.79
C 2.60 2.15 3.35
C 1.29 1.78 3.09
C 1.01 0.69 2.29
F -0.31 0.43 2.13
H 3.09 -2.59 -2.51
H 2.69 -0.88 -2.22
H 1.42 -2.09 -2.19
H 3.00 -4.61 -0.43
H 1.36 -4.18 0.09
H 2.67 -4.27 1.28
H 5.13 -2.66 -0.64
H 5.04 -2.15 1.05
H 4.96 -0.94 -0.23
H 4.13 -0.29 1.59
H 4.65 1.62 2.98
H 2.82 3.01 3.97
H 0.46 2.34 3.49
Cl -3.08 3.64 -4.02
C -2.82 3.07 -2.39
C -3.77 2.23 -1.83
C -3.56 1.75 -0.55
C -2.45 2.15 0.16
C -1.54 3.03 -0.40
Cl -0.28 3.64 0.62
C -1.66 3.47 -1.72
N -0.73 4.31 -2.33
C 0.68 4.12 -2.22
C 1.46 5.22 -1.88
C 2.83 5.08 -1.73
C 3.42 3.83 -1.89
C 2.64 2.75 -2.27
C 1.27 2.88 -2.48
C 0.50 1.71 -3.03
C 0.14 0.62 -2.02
O 0.46 0.80 -0.81
O -0.45 -0.39 -2.45
H -4.64 1.96 -2.40
H -4.28 1.06 -0.11
H -2.27 1.80 1.17
H -1.06 4.75 -3.17
H 0.97 6.17 -1.71
H 3.43 5.94 -1.45
H 4.48 3.70 -1.74
H 3.10 1.78 -2.42
H 1.08 1.23 -3.81
H -0.43 2.04 -3.51
```

Summary:
- 2S+1: 1
- E_tot: -84520.4079 eV
- Kohn-Sham gap: 0.2418 Ha
- HOMO energy: -4.10 eV
- Net charge: -1
- Energy relative to the best compared isomer or geometry (same formula, charge and spin): 101.9 kJ/mol